The following is a quantum chemistry calculation of a structure of composition C16H45GeMnN2S3SbSi3 at a distorted geometry, from the Open Molecules 2025 dataset.

```
72
Properties=species:S:1:pos:R:3:forces:R:3
Mn -0.678 0.359 -1.854 -0.687 -0.172 0.911
C -1.006 4.371 -1.702 -1.823 0.116 -1.920
N -0.070 4.027 -0.736 1.026 -0.442 1.177
C 1.313 4.060 -1.263 -0.171 1.422 0.582
C -0.361 4.643 0.583 1.345 -0.310 -1.070
C -1.736 4.365 1.222 1.258 -0.736 1.036
N -2.184 2.971 1.348 -0.089 0.490 -0.604
C -1.418 2.043 2.213 -0.721 2.346 0.261
C -3.637 2.965 1.571 0.558 -0.615 -0.556
H -1.085 5.470 -1.897 0.120 -0.121 -0.081
H -2.016 4.024 -1.445 0.153 0.202 0.312
H -0.823 3.830 -2.654 0.206 0.412 0.465
H 1.850 5.039 -1.120 -0.590 -0.187 0.103
H 1.370 3.866 -2.333 -0.564 -0.225 0.108
H 1.946 3.330 -0.815 0.280 -0.765 0.571
H -0.148 5.755 0.529 -0.609 -0.567 0.119
H 0.397 4.271 1.257 0.376 -0.224 0.303
H -2.471 4.932 0.692 -0.717 0.187 -0.278
H -1.632 4.792 2.259 -0.240 0.150 -0.500
H -1.499 2.315 3.292 -0.280 -0.137 -0.154
H -0.362 2.131 2.023 0.210 -0.201 -0.630
H -1.799 1.059 2.054 0.022 -0.772 -0.143
H -3.939 3.731 2.313 -0.081 -0.321 -0.031
H -3.885 1.949 1.897 -0.291 0.290 0.131
H -4.200 3.122 0.614 0.532 0.076 0.697
S -5.702 -2.265 0.239 -0.059 -0.063 0.094
Sb -4.945 -1.208 -1.626 0.033 0.061 -0.113
S -2.920 0.046 -0.741 0.121 0.961 -0.998
S 0.785 1.041 -3.199 0.220 0.397 -0.587
C -1.959 -3.541 -0.785 -0.974 -0.775 0.222
Si -0.748 -3.013 0.545 -0.132 0.677 0.575
C -0.005 -4.513 1.437 -0.092 -0.065 0.668
C -1.809 -2.291 1.967 -1.861 -2.035 -1.604
Ge 0.640 -1.249 -0.211 0.503 -0.465 -0.560
Si 2.203 -0.709 1.472 0.359 0.175 -0.891
C 1.396 0.116 2.943 0.199 -0.158 2.075
C 3.198 -2.219 2.018 -0.508 -1.243 0.119
C 3.393 0.564 0.641 -0.304 1.082 0.924
Si 2.036 -2.568 -1.722 -0.408 1.225 -1.359
C 0.875 -2.935 -3.203 -0.862 0.179 1.380
C 2.806 -4.213 -1.273 0.595 -0.144 -1.650
C 3.391 -1.616 -2.665 1.170 -0.349 -0.039
H -2.863 -3.859 -0.193 0.467 0.430 -0.593
H -1.664 -4.478 -1.311 0.032 0.847 -0.063
H -2.280 -2.708 -1.465 0.452 -0.965 0.479
H -0.826 -5.097 1.917 0.530 0.139 -0.466
H 0.602 -4.120 2.267 -0.215 0.038 -0.055
H 0.685 -5.151 0.893 -0.196 -0.251 -0.291
H -2.493 -3.205 2.240 0.977 1.807 -0.130
H -2.450 -1.481 1.552 0.388 -0.433 0.645
H -1.190 -2.015 2.780 0.402 0.469 0.959
H 0.483 -0.340 3.330 -0.352 -0.274 -0.664
H 1.135 1.139 2.718 0.079 0.319 -0.116
H 1.948 0.130 3.924 0.320 0.176 -0.975
H 2.453 -3.011 2.424 1.377 1.208 -0.551
H 3.931 -1.937 2.803 -0.274 -0.370 -0.371
H 3.720 -2.674 1.121 -0.479 0.473 1.052
H 2.826 1.547 0.596 0.515 -1.070 -0.198
H 3.639 0.260 -0.377 -0.077 0.056 -0.008
H 4.339 0.815 1.185 -0.579 -0.413 -0.242
H 1.398 -3.007 -4.114 0.962 -0.368 -1.193
H 0.169 -2.120 -3.374 -0.027 0.081 0.223
H 0.296 -3.842 -3.034 -0.108 -0.178 -0.050
H 3.890 -4.216 -1.351 0.283 0.307 0.279
H 2.514 -4.963 -2.019 -0.310 0.020 0.191
H 2.515 -4.515 -0.322 -0.430 -0.829 1.749
H 2.964 -0.726 -3.102 -0.309 0.372 -0.117
H 3.812 -2.219 -3.512 -0.478 0.150 0.549
H 4.287 -1.293 -2.100 -0.411 -0.141 0.078
C -2.550 1.162 -2.183 0.082 0.808 1.135
H -2.876 2.229 -2.070 0.575 -1.009 0.402
H -2.973 0.843 -3.106 -0.419 -0.753 -0.725
```
Forces are in eV/Å.

Values from the calculation:
2S+1   6
E_tot   -170816.4811 eV
ΔE to the lowest compared entry with this formula, charge and spin   1.794 eV
Net charge   -2
LUMO (alpha / beta)   4.7049 / 4.6938 eV
Orbital gap (alpha / beta)   5.396 / 6.378 eV


The following is a quantum chemistry calculation of a cluster of 2 separate species, C8H6N2O2S in total at a distorted geometry, from the Open Molecules 2025 dataset.

```
19
Properties=species:S:1:pos:R:3:forces:R:3
C -4.148 0.130 0.367 -0.828 -0.833 0.257
C 2.989 -0.762 0.477 -2.036 1.123 0.193
C 2.022 -1.311 -0.355 1.555 -1.828 -1.006
C 2.741 0.430 1.142 -3.163 0.152 -2.834
C 0.829 -0.702 -0.610 0.677 -0.503 1.081
C 1.552 1.120 0.799 -0.578 -1.214 0.635
C 0.539 0.484 0.056 0.159 0.260 -0.206
C -4.128 -1.228 0.112 -0.036 -0.353 0.293
N -4.250 1.177 0.804 -0.235 1.298 0.220
N -4.054 -2.371 0.101 -0.172 -0.245 -0.284
O -0.598 1.804 -1.603 2.572 -0.504 0.191
O -2.042 -0.094 -0.507 0.767 -0.051 -1.102
S -1.137 1.035 -0.216 1.606 -0.351 2.502
H 3.848 -1.284 0.593 2.638 -1.415 0.584
H 2.292 -2.309 -0.883 -0.668 1.852 0.924
H 3.327 0.960 1.788 2.037 0.751 1.519
H 0.176 -1.263 -1.191 -1.476 -0.341 -1.053
H 1.307 2.050 1.252 0.081 0.699 0.396
H -1.265 2.135 -2.127 -2.899 1.504 -2.307
```
Forces are in eV/Å.

Values from the calculation:
2S+1   3
E_tot   -26295.7385 eV
LUMO (alpha / beta)   0.3023 / -3.6175 eV
Orbital gap (alpha / beta)   5.697 / 6.072 eV


The following is a quantum chemistry calculation of an isolated molecule of C18H24FN3O5S at a distorted geometry, from the Open Molecules 2025 dataset.

```
52
Properties=species:S:1:pos:R:3:forces:R:3
O -0.245 -0.931 -2.337 0.025 0.077 -0.197
C -0.155 -0.009 -1.542 0.163 0.030 -0.142
N 0.941 0.702 -1.280 0.052 0.466 0.258
C 2.225 0.507 -1.897 0.114 0.040 -0.204
C 3.331 0.909 -0.920 -0.097 -0.194 -0.977
O 3.092 2.258 -0.627 -0.156 -0.133 0.011
C 4.010 2.817 0.291 0.088 0.206 0.402
C 3.972 2.043 1.605 -0.029 -0.139 -0.520
C 4.262 0.582 1.284 0.272 0.025 0.565
N 3.301 0.108 0.295 -0.133 -0.871 0.054
S 3.354 -1.567 0.067 -0.271 -0.068 0.200
O 3.920 -1.878 -1.215 -0.161 0.056 -0.129
O 3.973 -2.134 1.228 -0.050 0.200 0.215
C 1.632 -2.043 0.102 0.631 0.161 -0.100
C 0.824 -1.517 1.093 -0.156 -0.084 0.089
C -0.495 -1.923 1.182 0.032 -0.091 -0.032
C -0.959 -2.858 0.270 0.254 -0.105 -0.086
F -2.247 -3.248 0.347 0.068 0.030 -0.027
C -0.155 -3.401 -0.716 -0.145 -0.015 0.290
C 1.162 -2.982 -0.796 0.105 0.004 0.001
C -1.357 0.453 -0.708 -0.099 -0.083 -0.038
O -1.238 1.318 0.144 -0.058 0.180 0.139
N -2.463 -0.210 -1.051 -0.011 -0.365 -0.416
C -3.788 -0.030 -0.500 0.036 0.399 0.381
C -3.866 -0.219 1.018 -0.136 -0.136 -0.043
C -5.221 0.389 1.382 0.028 -0.058 0.111
C -5.494 1.475 0.322 -0.052 0.104 -0.073
C -4.336 1.391 -0.678 -0.104 -0.067 -0.096
H 0.854 1.461 -0.613 -0.161 -0.135 -0.051
H 2.328 -0.534 -2.206 -0.035 0.214 -0.078
H 2.322 1.153 -2.778 0.086 -0.158 0.063
H 4.318 0.794 -1.414 -0.247 0.099 0.107
H 3.698 3.855 0.417 0.126 -0.064 -0.009
H 5.025 2.789 -0.133 -0.077 0.037 0.007
H 4.712 2.430 2.303 0.029 0.009 0.030
H 2.978 2.131 2.045 -0.015 0.033 0.073
H 4.162 -0.060 2.158 0.155 0.163 0.006
H 5.287 0.482 0.897 -0.011 0.019 0.101
H 1.231 -0.789 1.775 -0.056 0.145 0.121
H -1.157 -1.527 1.934 -0.086 0.057 0.055
H -0.560 -4.120 -1.409 -0.057 -0.052 -0.074
H 1.828 -3.363 -1.553 0.014 -0.073 -0.146
H -2.321 -0.895 -1.785 0.070 0.119 0.102
H -4.443 -0.752 -0.996 0.055 0.024 0.012
H -3.057 0.351 1.475 0.056 -0.023 0.006
H -3.783 -1.264 1.310 0.084 -0.050 0.035
H -5.995 -0.378 1.343 -0.033 -0.005 0.064
H -5.213 0.800 2.390 -0.065 -0.057 0.047
H -6.444 1.284 -0.178 -0.041 0.064 0.019
H -5.550 2.466 0.769 -0.077 0.031 -0.030
H -3.548 2.094 -0.410 0.032 0.000 -0.035
H -4.649 1.590 -1.701 0.046 0.032 -0.063
```
Forces are in eV/Å.

Values from the calculation:
E_tot   -47316.8901 eV
ΔE to the lowest compared entry with this formula, charge and spin   0.000 eV
LUMO   0.7336 eV
SMILES   O=C(NC[C@H]1OCCCN1S(=O)(=O)c1ccc(F)cc1)C(=O)NC1CCCC1
Orbital gap   10.117 eV


The following is a quantum chemistry calculation of a structure of composition C26H22BeN7O3 at a distorted geometry, from the Open Molecules 2025 dataset.

```
59
Properties=species:S:1:pos:R:3:forces:R:3
Be 0.310 0.638 -0.239 0.393 0.098 0.117
O -4.801 2.226 3.072 -1.132 0.047 -0.307
C -3.787 2.192 3.752 0.841 -0.845 -1.364
O -3.431 2.582 4.836 0.504 0.425 1.305
C -2.609 1.537 2.831 -0.333 0.980 0.241
C -1.340 2.131 2.891 0.285 -0.485 -0.144
C -0.408 1.783 1.923 -0.817 -0.545 0.512
N -0.712 0.838 1.031 -0.278 0.117 -0.050
C -1.967 0.421 0.826 0.021 0.279 1.432
C -2.966 0.766 1.725 0.570 -0.542 -0.267
C -2.080 -0.103 -0.518 -0.622 -0.363 -1.181
C -3.227 -0.682 -1.054 0.366 0.113 0.335
C -3.297 -0.909 -2.413 0.401 0.079 -0.241
C -2.224 -0.520 -3.212 -0.193 -0.063 0.165
C -1.103 0.014 -2.606 0.034 0.023 -0.193
N -1.004 0.196 -1.293 -0.374 0.158 0.016
C 0.834 2.427 1.498 0.727 0.810 -0.071
C 1.676 3.243 2.245 -0.267 -0.229 -0.047
C 2.750 3.859 1.623 0.007 -0.114 -0.379
C 2.932 3.685 0.255 -0.102 0.027 0.216
C 2.062 2.850 -0.420 0.252 0.147 -0.089
N 1.068 2.213 0.180 -0.094 0.217 0.049
H -1.159 2.863 3.663 0.034 0.118 0.102
H -4.005 0.512 1.576 -0.090 0.108 0.025
H -4.050 -0.926 -0.402 -0.082 0.010 0.074
H -4.174 -1.360 -2.853 -0.066 0.019 -0.017
H -2.264 -0.613 -4.284 0.046 -0.047 -0.088
H -0.260 0.344 -3.192 0.138 -0.070 -0.137
H 1.497 3.383 3.299 -0.096 0.013 0.130
H 3.438 4.469 2.190 -0.016 0.076 0.050
H 3.728 4.175 -0.281 0.070 0.066 -0.012
H 2.152 2.673 -1.482 0.156 0.025 -0.094
N -0.938 -7.134 -2.070 -0.241 -0.224 0.085
C 0.128 -6.355 -2.353 -0.082 -0.069 0.053
O 1.057 -6.722 -3.034 0.202 0.075 -0.173
C 0.084 -4.966 -1.781 0.051 0.343 0.004
C -0.459 -4.649 -0.543 0.048 -0.059 -0.181
C -0.431 -3.326 -0.131 -0.080 -0.204 0.047
N 0.079 -2.345 -0.859 -0.185 0.014 0.270
C 0.597 -2.650 -2.040 -0.036 -0.223 -0.132
C 0.632 -3.937 -2.543 0.010 -0.140 0.149
H -0.988 -8.045 -2.501 0.047 0.060 0.094
H -1.732 -6.801 -1.555 0.011 0.009 -0.079
H -0.880 -5.407 0.100 -0.045 -0.084 0.087
H -0.851 -3.039 0.825 -0.052 -0.065 0.111
H 0.980 -1.817 -2.615 0.167 0.008 -0.116
H 1.080 -4.161 -3.496 0.054 -0.031 -0.146
C 1.318 -1.191 2.299 -0.091 -0.010 0.165
C 2.154 -0.861 1.128 -0.165 -0.152 0.202
N 1.787 -0.277 -0.001 -0.345 0.049 0.278
C 2.910 -0.193 -0.780 0.540 -0.122 -0.046
C 3.965 -0.730 -0.112 0.018 0.198 -0.488
N 3.466 -1.148 1.087 -0.039 -0.012 0.023
H 0.274 -1.217 2.017 -0.090 -0.038 0.047
H 1.449 -0.453 3.092 -0.059 0.018 0.023
H 1.606 -2.163 2.695 -0.028 -0.063 0.052
H 2.887 0.235 -1.759 0.068 0.105 -0.264
H 4.997 -0.837 -0.377 0.140 -0.063 -0.095
H 3.990 -1.601 1.821 -0.104 0.028 -0.061
```
Forces are in eV/Å.

Values from the calculation:
E_tot   -44292.1713 eV
ΔE to the lowest compared entry with this formula, charge and spin   1.065 eV
Net charge   +1
LUMO   -3.9563 eV
Orbital gap   6.183 eV


Question: Number 4 is which compound?
Answer: C26H22BeN7O3


Question: Look up the E_tot of the second one.
Answer: -26295.7385 eV


Question: Among the records above, which one has the lowest E_tot?
Answer: C16H45GeMnN2S3SbSi3